1.
A molecular structure, C32H28F5N6O2RuS, computed with ωB97M-V with the def2-TZVPD basis set.

HOMO-LUMO gap (spin up / spin down) = 8.419 / 6.396 eV
Total charge = +2
Highest occupied orbital energy (spin up / spin down) = -13.7591 / -13.9487 eV
2S+1 = 2
Energy relative to the best compared isomer or geometry (same formula, charge and spin) = 0.0 kJ/mol

XYZ file:
```
75
C32H28F5N6O2RuS | the OMol25 dataset | ωB97M-V with the def2-TZVPD basis set
Ru -0.70878 -0.38157 -0.55420
C 0.43195 -2.92130 -1.83455
C -0.67528 -2.77285 -2.86382
C -0.65098 -1.41718 -3.50117
C -0.55682 -1.31186 -4.88224
C -0.47670 -0.07007 -5.48214
C -0.48187 1.04998 -4.66867
C -0.57781 0.87570 -3.30555
N -0.67196 -0.32854 -2.70919
N 0.08138 -2.36654 -0.49582
C -0.96617 -3.20723 0.14300
C -2.36795 -2.69001 -0.10133
C -3.45593 -3.51001 0.13548
C -4.73048 -3.04483 -0.15152
C -4.87749 -1.77860 -0.69347
C -3.74944 -1.00276 -0.88398
N -2.52128 -1.43551 -0.57182
C 1.34499 -2.30494 0.27594
C 2.11869 -1.05881 -0.09397
C 3.47094 -0.95543 0.17239
C 4.12548 0.23307 -0.11330
C 3.41626 1.26631 -0.70516
C 2.06799 1.09007 -0.94552
N 1.41813 -0.03437 -0.62479
H 1.32699 -2.40192 -2.17989
H 0.69230 -3.97521 -1.70108
H -1.65445 -2.97430 -2.42800
H -0.52945 -3.52451 -3.63799
H -0.54400 -2.21414 -5.47767
H -0.40458 0.02114 -6.55744
H -0.41933 2.04923 -5.07477
H -0.59280 1.73405 -2.65287
H -0.77573 -3.27255 1.21552
H -0.90629 -4.22614 -0.24888
H -3.30350 -4.50822 0.52487
H -5.59396 -3.67030 0.03118
H -5.84862 -1.38620 -0.95821
H -3.81913 -0.00021 -1.28325
H 1.94912 -3.19649 0.08593
H 1.12126 -2.29084 1.34219
H 4.00170 -1.79034 0.61050
H 5.17461 0.34628 0.12116
H 3.89342 2.20098 -0.96227
H 1.46978 1.87281 -1.39412
F 0.37435 6.97914 -0.12986
C -0.10898 5.75713 -0.19655
C 0.51099 4.72672 0.49628
F 1.58435 4.96951 1.23926
C -0.00018 3.44753 0.41964
F 0.60527 2.49418 1.14112
C -1.12376 3.13776 -0.34030
S -1.87459 1.55866 -0.48282
C -1.73453 4.20170 -1.01517
F -2.81128 3.97647 -1.76020
C -1.24056 5.49183 -0.95561
F -1.83369 6.46646 -1.62086
O 4.65718 1.56089 3.10573
C 3.87390 1.40881 4.27615
N 2.53263 1.14079 3.81763
C 1.73371 0.21229 4.39801
O 2.01325 -0.41788 5.39379
C 0.43654 -0.06070 3.68018
C -0.69235 -0.43710 4.39235
C -1.84617 -0.72502 3.68391
C -1.81750 -0.69127 2.30147
N -0.70900 -0.39748 1.60058
C 0.38049 -0.05216 2.30180
H 5.46076 2.04025 3.33461
H 3.90559 2.31513 4.88592
H 4.18847 0.55779 4.88027
H 2.17155 1.74968 3.10022
H -0.65279 -0.48840 5.47285
H -2.76791 -0.97657 4.18891
H -2.71304 -0.89043 1.73340
H 1.25306 0.22848 1.73775
```

Löwdin population analysis, charges in e, atoms 1 to 5: Ru 1.032; C -0.139; C -0.091; C -0.246; C 0.012

***

2.
A molecular structure, C6H9N, computed with ωB97M-V with the def2-TZVPD basis set.

HOMO-LUMO gap = 10.001 eV
Total charge = 0
Highest occupied orbital energy = -8.8636 eV
Energy relative to the best compared isomer or geometry (same formula, charge and spin) = 544.7 kJ/mol

XYZ file:
```
16
C6H9N | the OMol25 dataset | ωB97M-V with the def2-TZVPD basis set
C -0.97914 1.23818 0.87718
C 0.14840 0.30481 1.21792
C 1.07695 0.03355 0.01876
C 0.35105 0.33265 -1.26847
C 0.69092 -1.38133 -0.47419
C -1.12295 -0.22554 0.37792
H -1.82726 1.38947 1.45723
H -0.47540 2.07381 0.18744
H 0.26918 -0.09522 2.18396
H 2.08794 0.72032 0.04043
H 0.77378 -0.04149 -2.25400
H -0.23133 1.25073 -1.73307
H 1.23891 -2.06436 -1.21857
H 0.50629 -2.09913 0.50781
H -1.83605 -0.72046 0.98839
N -0.67130 -0.71600 -0.90873
```

Löwdin population analysis, charges in e, atoms 1 to 5: C -0.073; C -0.183; C -0.249; C -0.244; C -0.129

***

no.,F_max (eV/A)
1,0.6
2,5.9